One molecule with the formula C6H13NO at a distorted geometry, computed with ωB97M-V/def2-TZVPD.

Properties
E_HOMO = -9.4513 eV
Total energy = -366.37001 Eh
HOMO-LUMO gap = 10.3316 eV
Max |F| = 2.83 eV/Å
Net charge = 0
2S+1 = 1
LUMO energy = 0.0323 Eh
SMILES = CNC(=O)CC(C)C

Atoms and positions in Å:
C -2.23 -1.58 -0.91
N -1.98 -0.81 0.29
C -0.96 0.19 0.34
O -0.96 0.95 1.30
C 0.12 0.41 -0.66
C 1.47 0.80 -0.02
C 1.60 -0.29 1.08
C 2.66 0.71 -1.07
H -1.57 -2.47 -0.89
H -3.22 -2.11 -0.94
H -2.15 -0.91 -1.78
H -2.80 -0.59 0.94
H 0.50 -0.51 -1.26
H -0.31 1.16 -1.36
H 1.58 1.84 0.47
H 2.50 -0.30 1.69
H 0.89 -0.25 1.88
H 1.53 -1.32 0.46
H 3.71 0.72 -0.67
H 2.56 -0.16 -1.65
H 2.35 1.45 -1.81

=====

C4H6Br2Cl2 as an isolated structure at a distorted geometry, computed with ωB97M-V/def2-TZVPD.

Properties
E_HOMO (alpha / beta) = -8.5556 / -8.2974 eV
Total energy = -6224.27112 Eh
HOMO-LUMO gap (alpha / beta) = 8.2832 / 7.5110 eV
Max |F| = 4.64 eV/Å
Net charge = 0
2S+1 = 1
LUMO energy (alpha / beta) = -0.0100 / -0.0289 Eh

Atoms and positions in Å:
C 1.31 -0.44 1.61
C 0.87 -0.26 0.18
C -0.31 -0.90 -0.29
C -1.85 1.15 -1.27
Cl -2.99 1.36 -0.10
Cl -2.34 0.51 -2.87
Br 0.04 -1.60 -2.07
Br -0.62 2.58 -1.42
H 1.50 -1.45 1.95
H 2.20 0.15 1.93
H 0.67 -0.14 2.41
H 1.67 -0.45 -0.48
H 0.77 0.94 0.10
H -0.92 -1.44 0.33

=====

A 2-piece molecular cluster, C4H10OS overall at a distorted geometry, computed with ωB97M-V/def2-TZVPD.

Properties
E_HOMO = -8.6284 eV
Total energy = -631.79396 Eh
HOMO-LUMO gap = 9.4906 eV
Max |F| = 2.04 eV/Å
Net charge = 0
2S+1 = 1
LUMO energy = 0.0317 Eh
SMILES = CC=O.CSC

Atoms and positions in Å:
C -0.06 0.54 2.22
C 1.42 0.74 2.07
O 1.95 1.79 1.83
H -0.34 0.39 3.26
H -0.30 -0.36 1.66
H -0.61 1.38 1.81
H 2.08 -0.07 2.45
C 0.47 -1.55 -1.12
S -1.13 -1.05 -1.77
C -1.25 0.66 -1.20
H 0.69 -1.13 -0.14
H 1.29 -1.34 -1.80
H 0.51 -2.63 -0.96
H -0.46 1.01 -0.55
H -1.32 1.33 -2.05
H -2.15 0.79 -0.60

=====

Question: Look up the net charge of the first one.
Answer: 0

=====

Question: What is the formula in the third record?
Answer: C4H10OS

=====

What did the first record say?
One molecule with the formula C6H13NO at a distorted geometry, computed with ωB97M-V/def2-TZVPD.

Properties
E_HOMO = -9.4513 eV
Total energy = -366.37001 Eh
HOMO-LUMO gap = 10.3316 eV
Max |F| = 2.83 eV/Å
Net charge = 0
2S+1 = 1
LUMO energy = 0.0323 Eh
SMILES = CNC(=O)CC(C)C

Atoms and positions in Å:
C -2.23 -1.58 -0.91
N -1.98 -0.81 0.29
C -0.96 0.19 0.34
O -0.96 0.95 1.30
C 0.12 0.41 -0.66
C 1.47 0.80 -0.02
C 1.60 -0.29 1.08
C 2.66 0.71 -1.07
H -1.57 -2.47 -0.89
H -3.22 -2.11 -0.94
H -2.15 -0.91 -1.78
H -2.80 -0.59 0.94
H 0.50 -0.51 -1.26
H -0.31 1.16 -1.36
H 1.58 1.84 0.47
H 2.50 -0.30 1.69
H 0.89 -0.25 1.88
H 1.53 -1.32 0.46
H 3.71 0.72 -0.67
H 2.56 -0.16 -1.65
H 2.35 1.45 -1.81